DFT (the ωB97M-V functional and the def2-TZVPD basis) results for a molecular structure, C23H24N5OSSn at a distorted geometry.

Cartesian coordinates (Å):
O: -1.055 1.086 -1.907
H: -1.497 5.664 0.414
C: 4.015 -1.343 -1.995
H: 3.971 -2.017 -1.143
C: 0.684 0.256 3.317
C: -3.309 1.518 -0.097
H: 0.605 5.030 -0.730
C: 0.876 -4.595 0.807
H: 4.898 -0.716 -1.892
C: -1.396 4.674 -0.003
C: -4.501 -1.661 -0.565
C: 3.299 1.624 -0.871
C: 2.572 0.445 -0.926
H: 0.777 2.838 -1.852
C: 1.614 0.202 0.079
N: -0.683 -3.244 -0.157
S: -3.623 -2.297 -1.926
C: 1.321 1.180 1.051
H: 2.402 -2.217 0.766
C: -1.191 -4.466 -0.015
N: -5.448 -2.436 -0.045
H: 4.032 1.825 -1.638
H: 4.116 -1.936 -2.900
C: 0.216 0.963 2.043
H: 1.463 0.835 3.807
H: 1.793 -4.920 1.257
C: 0.592 -3.282 0.360
C: -2.409 3.759 0.131
C: -0.094 3.107 -1.275
C: 3.082 2.548 0.138
N: -4.318 -0.479 -0.027
H: -2.183 -4.692 -0.363
N: 0.880 -0.963 0.123
H: -6.007 -2.091 0.719
H: -0.151 0.155 4.006
H: 1.907 3.062 1.852
Sn: -1.340 -1.169 -1.223
H: -3.306 4.018 0.674
N: -3.293 0.253 -0.426
H: 3.659 3.459 0.165
C: -1.142 2.138 -1.212
H: -4.196 1.887 0.420
H: -0.200 1.933 2.320
C: 1.374 -2.122 0.414
H: -0.422 -6.374 0.800
H: -5.641 -3.332 -0.461
H: 2.823 0.115 -3.002
H: 1.876 -1.139 -2.188
C: 2.752 -0.485 -2.092
C: -0.212 4.326 -0.681
H: 1.068 -0.737 3.096
C: -0.265 -5.334 0.589
H: -0.577 0.364 1.575
C: -2.296 2.456 -0.392
C: 2.089 2.328 1.082

Output
gap between HOMO and LUMO (spin up / spin down) = 0.179 / 0.170 Ha
multiplicity = 1
net charge = +1

What are the Löwdin partial charges on each atom? They are as follows, in elementary charge units:
1 O -0.151
2 H 0.119
3 C -0.073
4 H 0.065
5 C -0.068
6 C -0.050
7 H 0.122
8 C -0.014
9 H 0.078
10 C -0.026
11 C -0.844
12 C -0.036
13 C -0.168
14 H 0.125
15 C -0.218
16 N -0.098
17 S 0.611
18 C -0.184
19 H 0.155
20 C -0.150
21 N 0.119
22 H 0.122
23 H 0.079
24 C -0.203
25 H 0.082
26 H 0.112
27 C -0.334
28 C -0.017
29 C 0.015
30 C -0.059
31 N -0.008
32 H 0.093
33 N -0.010
34 H 0.124
35 H 0.077
36 H 0.121
37 Sn 1.377
38 H 0.122
39 N -0.093
40 H 0.111
41 C -0.335
42 H 0.141
43 H 0.114
44 C -0.074
45 H 0.101
46 H 0.103
47 H 0.120
48 H 0.092
49 C -0.198
50 C -0.034
51 H 0.070
52 C -0.064
53 H 0.090
54 C -0.109
55 C -0.044



DFT (the ωB97M-V functional and the def2-TZVPD basis) results for a single C23H24N6O2 molecule at a distorted geometry.

Cartesian coordinates (Å):
H: 0.091 3.038 1.167
C: -5.449 0.075 0.778
H: 4.561 -2.821 0.254
C: 0.840 -1.616 -0.734
H: -4.334 -1.783 0.725
H: -4.046 2.211 0.249
N: -0.231 0.494 -1.567
C: -0.676 1.045 1.255
H: -0.236 -3.332 -0.057
N: -1.532 -1.693 -0.108
C: 0.812 -0.616 2.131
C: 4.484 -1.781 -0.023
C: 5.472 0.381 -0.349
C: 0.294 2.014 1.443
H: 3.837 2.482 -2.144
C: -1.463 -1.333 1.297
H: -4.897 0.447 1.656
N: -3.379 -0.298 -0.413
H: 1.016 -1.641 2.406
H: 6.545 -1.354 0.303
H: 2.293 2.419 2.099
H: 2.177 -3.118 -0.081
H: -2.440 -0.954 1.596
C: 1.785 0.352 2.315
C: 1.530 1.666 1.964
N: 0.273 1.683 -1.804
O: -2.423 -1.478 -2.169
H: -0.719 -2.727 -1.669
H: -4.968 2.560 -1.242
N: 1.521 1.736 -1.569
H: 6.349 1.010 -0.315
C: 4.267 0.931 -0.742
N: 1.901 0.525 -1.153
H: -1.631 1.304 0.824
H: -2.822 1.252 -1.676
O: -5.783 1.147 -0.067
C: 0.772 -0.263 -1.155
H: -6.393 -0.365 1.104
H: -5.164 -1.372 -0.798
C: 2.066 -2.091 -0.399
H: -1.240 -2.244 1.864
H: -4.286 0.385 -2.207
C: -0.420 -0.281 1.584
H: 2.746 0.077 2.726
C: -3.742 0.776 -1.335
C: -4.592 -0.963 0.050
C: -2.429 -1.183 -0.996
C: 3.236 -1.274 -0.410
C: 4.169 2.374 -1.113
C: -0.417 -2.434 -0.657
H: 3.429 2.877 -0.494
H: 5.132 2.863 -0.995
C: -4.621 1.767 -0.578
C: 5.585 -0.962 0.004
C: 3.145 0.087 -0.775

Output
gap between HOMO and LUMO = 0.318 Ha
SMILES = Cc1cccc2cc(CN(Cc3ccccc3)C(=O)N3CCOCC3)c3nnnn3c12
multiplicity = 1
energy relative to the best compared isomer or geometry (same formula, charge and spin) = 1.3407 eV
net charge = 0

What are the natural (NBO) partial charges on each atom? They are as follows, in elementary charge units:
1 H 0.220
2 C -0.071
3 H 0.215
4 C -0.023
5 H 0.204
6 H 0.160
7 N -0.307
8 C -0.227
9 H 0.202
10 N -0.449
11 C -0.235
12 C -0.181
13 C -0.187
14 C -0.205
15 H 0.240
16 C -0.252
17 H 0.161
18 N -0.532
19 H 0.206
20 H 0.219
21 H 0.215
22 H 0.217
23 H 0.235
24 C -0.228
25 C -0.224
26 N -0.040
27 O -0.626
28 H 0.271
29 H 0.199
30 N -0.085
31 H 0.215
32 C -0.022
33 N -0.186
34 H 0.228
35 H 0.236
36 O -0.522
37 C 0.299
38 H 0.195
39 H 0.189
40 C -0.151
41 H 0.196
42 H 0.193
43 C 0.046
44 H 0.216
45 C -0.253
46 C -0.246
47 C 0.851
48 C -0.089
49 C -0.631
50 C -0.249
51 H 0.238
52 H 0.212
53 C -0.073
54 C -0.207
55 C 0.220



DFT (the ωB97M-V functional and the def2-TZVPD basis) results for a single C23H24N6O3 molecule at a distorted geometry.

Cartesian coordinates (Å):
H: -0.068 -0.154 -1.642
O: 1.189 0.745 0.881
N: 2.245 -1.700 -0.765
C: 0.264 3.251 0.244
H: -1.056 4.909 0.531
C: 0.828 -1.760 -0.493
C: -4.052 -2.294 1.399
C: -4.920 -2.507 2.484
H: 5.149 -0.440 -1.460
C: 0.692 5.439 -0.591
H: 0.552 -1.486 -2.623
H: 5.230 3.492 -2.389
C: -1.078 -3.150 0.304
H: -2.078 -1.258 -2.254
C: 2.280 3.668 -1.003
C: -3.148 -1.275 1.502
C: 1.734 1.328 -0.042
H: 2.508 5.698 -1.662
O: -6.379 -3.122 3.896
H: 0.410 6.474 -0.712
H: -3.861 -0.005 4.617
C: -2.199 -0.974 0.372
H: -1.308 -0.471 0.779
H: 0.518 -3.813 -1.032
H: -4.099 -2.916 0.521
C: 4.361 4.092 -2.122
H: 1.020 -3.583 0.636
H: 3.940 4.539 -3.028
O: 3.455 3.193 -1.520
C: -1.372 -1.896 -1.717
H: 0.645 -1.121 0.377
H: 3.114 1.342 -1.516
C: 1.452 2.772 -0.303
H: -1.128 -2.936 1.373
N: -1.896 -2.165 -0.399
C: 0.024 -1.241 -1.699
H: -1.524 -4.138 0.142
H: -2.344 0.328 2.690
C: 4.187 -2.433 -1.222
N: -5.883 -3.388 2.688
H: 4.951 -3.165 -1.394
H: 4.665 4.879 -1.427
C: -3.088 -0.456 2.668
N: -5.780 -2.096 4.499
H: -1.325 -2.853 -2.241
C: 4.287 -1.041 -1.255
C: -0.127 4.567 0.102
C: 1.885 4.995 -1.133
C: 3.012 -0.598 -0.945
C: 0.390 -3.179 -0.155
N: 2.958 -2.812 -0.931
H: -2.693 -0.263 -0.301
C: -3.912 -0.626 3.738
H: -0.346 2.550 0.794
C: -4.855 -1.669 3.660
N: 2.575 0.725 -0.923

Output
gap between HOMO and LUMO = 0.303 Ha
SMILES = COc1ccccc1C(=O)Nc1ccnn1C1CCN(Cc2ccc3nonc3c2)CC1
multiplicity = 1
energy relative to the best compared isomer or geometry (same formula, charge and spin) = 0.3800 eV
net charge = 0

What are the natural (NBO) partial charges on each atom? They are as follows, in elementary charge units:
1 H 0.203
2 O -0.628
3 N -0.152
4 C -0.148
5 H 0.220
6 C -0.065
7 C -0.224
8 C 0.122
9 H 0.221
10 C -0.153
11 H 0.218
12 H 0.205
13 C -0.222
14 H 0.202
15 C 0.318
16 C -0.017
17 C 0.663
18 H 0.222
19 O -0.096
20 H 0.217
21 H 0.231
22 C -0.239
23 H 0.187
24 H 0.212
25 H 0.244
26 C -0.250
27 H 0.235
28 H 0.183
29 O -0.523
30 C -0.213
31 H 0.251
32 H 0.435
33 C -0.145
34 H 0.202
35 N -0.457
36 C -0.428
37 H 0.198
38 H 0.219
39 C -0.049
40 N -0.094
41 H 0.208
42 H 0.187
43 C -0.183
44 N -0.074
45 H 0.197
46 C -0.362
47 C -0.249
48 C -0.311
49 C 0.299
50 C -0.416
51 N -0.272
52 H 0.214
53 C -0.196
54 H 0.236
55 C 0.034
56 N -0.614



DFT (the ωB97M-V functional and the def2-TZVPD basis) results for a molecular structure, C23H24N6O3STi.

Cartesian coordinates (Å):
N: 2.232 -3.906 -1.808
C: 2.639 -3.942 -0.550
O: -0.116 -4.527 -3.546
C: -2.347 4.946 1.099
C: 1.885 -2.365 1.267
H: 1.941 3.598 1.343
C: -1.249 -0.953 -1.223
C: -1.255 4.540 0.357
C: -3.507 2.921 0.499
H: -0.458 2.267 4.479
C: 2.846 -6.264 -0.687
C: 0.870 3.154 3.036
O: 1.334 -6.128 -4.713
C: -1.308 0.301 -0.603
H: -1.648 2.297 2.410
H: 0.745 -0.949 2.397
N: 1.541 2.768 1.770
C: -2.404 1.132 -0.903
H: 3.109 -7.236 -0.284
H: -4.102 -0.853 -3.040
H: -4.341 4.455 1.734
N: -0.930 1.575 2.512
H: -4.259 1.374 -1.977
H: 1.713 -3.172 1.967
H: -2.171 -2.327 -2.586
C: 2.065 -5.060 -2.442
N: -0.107 2.851 -1.008
H: -1.434 0.741 2.810
H: 0.693 1.137 3.774
H: 1.582 3.470 3.800
H: -4.385 2.290 0.549
C: 2.697 -1.508 -0.818
H: 0.213 4.000 2.823
C: 2.486 -2.598 0.035
H: 2.338 2.171 1.982
N: 2.377 -6.248 -1.929
H: -2.332 5.902 1.605
H: 0.543 3.611 -1.182
H: -0.387 5.183 0.264
C: -3.421 0.723 -1.757
C: 2.968 -5.120 0.097
N: 1.438 -0.108 0.632
C: 0.048 1.991 3.555
O: 1.923 -3.748 -4.644
C: -1.288 3.314 -0.309
S: 1.211 -4.861 -4.047
C: -2.247 -1.364 -2.096
Ti: 0.030 1.369 0.559
H: 3.170 -1.670 -1.776
H: 3.308 -5.166 1.122
H: 2.238 0.548 -1.180
H: -0.413 -1.623 -1.047
C: 2.156 -0.294 -0.499
C: -2.409 2.471 -0.246
C: -3.478 4.132 1.167
C: -3.330 -0.530 -2.354
C: 1.337 -1.125 1.505
H: -0.351 2.412 -1.896

Output
gap between HOMO and LUMO (spin up / spin down) = 0.176 / 0.189 Ha
multiplicity = 2
energy relative to the best compared isomer or geometry (same formula, charge and spin) = 0.0000 eV
net charge = +1

What are the natural (NBO) partial charges on each atom? They are as follows, in elementary charge units:
1 N -0.437
2 C 0.148
3 O -1.019
4 C -0.203
5 C -0.217
6 H 0.401
7 C -0.174
8 C -0.239
9 C -0.184
10 H 0.234
11 C 0.090
12 C -0.235
13 O -0.964
14 C -0.499
15 H 0.421
16 H 0.197
17 N -0.873
18 C -0.111
19 H 0.205
20 H 0.236
21 H 0.245
22 N -0.886
23 H 0.224
24 H 0.250
25 H 0.268
26 C 0.159
27 N -0.867
28 H 0.420
29 H 0.211
30 H 0.228
31 H 0.246
32 C -0.171
33 H 0.212
34 C 0.091
35 H 0.393
36 N -0.386
37 H 0.243
38 H 0.415
39 H 0.225
40 C -0.202
41 C -0.299
42 N -0.605
43 C -0.232
44 O -1.000
45 C 0.112
46 S 2.403
47 C -0.179
48 Ti 1.664
49 H 0.287
50 H 0.222
51 H 0.215
52 H 0.221
53 C 0.028
54 C -0.068
55 C -0.190
56 C -0.160
57 C 0.042
58 H 0.440